Computed, not measured: a 5-piece molecular cluster, C2H14NO5 overall, with the ωB97M-V functional and the def2-TZVPD basis.

Results
E_HOMO: -13.88 eV
relative energy (zero: lowest compared OMol25 entry of this formula, charge and spin): 68.20 kJ/mol
total energy: -14022.23085 eV
lowest unoccupied orbital energy: -3.012 eV
frontier orbital gap: 10.87 eV

```
! wB97M-V def2-TZVPD RIJCOSX def2/J DEFGRID3
* xyz 1 1
O 2.25 0.08 1.18
C 1.88 0.69 0.22
C 0.52 0.57 -0.49
N -0.38 -0.29 0.34
H 2.42 1.62 -0.05
H 0.18 1.59 -0.61
H 0.59 0.29 -1.53
H -0.61 -1.11 -0.25
H 0.07 -0.52 1.27
H -1.29 0.21 0.43
H -0.12 -0.85 3.71
H -0.01 0.63 3.67
O -0.07 -0.13 3.07
H 2.06 0.57 -3.38
H 3.32 -0.15 -2.89
O 2.73 0.57 -2.68
H -2.18 -2.70 0.74
H -1.74 -3.84 -0.25
O -1.53 -2.97 0.08
H -2.79 1.40 -1.43
H -2.50 2.63 -0.62
O -2.78 1.71 -0.52
*
```